Record 1
ORCA calculation (wB97M-V/def2-TZVPD) on a structure of composition C31H20F4N8Ti.

XYZ file:
```
64
Properties=species:S:1:pos:R:3:forces:R:3
Ti -10.3194 9.5209 12.4471 -0.472 -0.614 0.365
C -8.1372 10.0027 14.5364 -0.247 -0.934 1.188
C -7.5665 10.8767 13.4617 0.507 -0.375 -1.039
C -8.5194 11.9541 13.0060 0.753 -0.530 -0.581
C -8.0734 13.2694 12.9041 0.187 -0.206 0.908
C -8.9534 14.1954 12.3827 -0.364 0.034 -0.219
C -10.2237 13.7543 11.9163 0.395 2.735 0.560
C -10.6179 12.4868 12.1330 1.042 -1.276 -0.216
N -9.7334 11.5434 12.5959 -0.115 0.833 0.263
N -8.8641 8.8122 13.9690 0.877 0.261 0.001
C -7.8795 7.8114 13.3256 -1.332 0.491 -0.339
C -7.8459 8.0711 11.8091 0.970 -0.790 -0.517
C -6.7591 7.7698 10.9849 -1.391 0.208 0.383
C -6.7347 8.0829 9.6295 1.222 0.000 1.017
C -7.7325 8.8689 9.1499 -1.708 0.875 -1.838
C -8.8361 9.0610 9.9499 -1.434 0.414 0.106
N -8.8867 8.6618 11.2301 -0.694 0.416 0.356
C -9.6755 8.1841 15.0302 -1.015 -0.615 -0.931
C -10.6816 7.1943 14.3906 1.297 1.551 0.297
C -10.9661 5.9840 14.9797 -0.269 0.675 -0.368
C -12.0648 5.3194 14.4787 -0.411 0.756 -1.546
C -12.7263 5.8621 13.3288 -0.054 -1.162 0.203
C -12.2673 7.0140 12.7011 0.142 -0.827 1.317
N -11.2580 7.6889 13.2717 0.607 0.305 0.379
H -8.8424 10.5633 15.1380 -0.497 0.202 -0.071
H -7.4320 9.6685 15.3298 0.094 -0.019 -0.884
H -7.3427 10.2419 12.5637 0.059 0.622 0.679
H -6.6061 11.2876 13.7639 -0.095 0.213 0.037
H -7.0813 13.4947 13.3654 -1.019 0.090 -0.729
H -8.6944 15.2599 12.3738 -0.130 -0.455 -0.234
H -10.9130 14.5412 11.5537 0.321 -0.871 0.095
H -11.5877 12.1218 11.8834 -0.539 0.065 -0.101
H -8.2505 6.8170 13.6617 0.404 0.442 -0.812
H -6.8527 7.9253 13.6529 0.053 0.162 0.607
H -5.9430 7.3146 11.4276 1.594 -1.027 0.671
H -5.8554 7.8026 9.0625 -0.153 0.068 -0.166
H -7.8063 9.3104 8.1334 0.430 -0.648 0.737
H -9.8038 9.5150 9.6234 1.212 -0.238 -0.104
H -10.2468 8.9256 15.5870 -0.148 0.373 -0.382
H -9.0798 7.7581 15.7978 0.818 -0.912 0.549
H -10.3455 5.6561 15.7976 -0.221 -0.209 0.219
H -12.3590 4.4004 14.9384 -0.427 -0.436 -0.040
H -13.5473 5.2976 12.8600 0.386 0.391 0.417
H -12.6729 7.4449 11.8062 -0.232 -0.199 -0.236
F -16.2962 11.0150 12.8353 -0.625 0.076 -0.412
C -15.3637 10.6247 13.6641 -0.077 0.584 0.869
C -15.7550 10.2572 14.9734 0.073 -0.719 -1.016
F -17.0487 10.2209 15.2762 0.742 0.348 -0.305
C -14.8009 9.6856 15.8287 -0.611 -0.210 0.536
C -13.4943 9.6932 15.3636 0.833 -0.148 0.795
C -13.1015 10.2012 14.1679 -2.007 0.719 -0.621
F -11.7936 10.4071 13.9277 1.368 -0.224 -0.162
C -14.0400 10.6906 13.2290 0.233 -1.084 0.137
C -13.6583 11.0306 11.8232 0.927 -1.868 0.623
C -12.7411 10.1850 11.2325 -1.083 1.149 1.309
N -11.8420 9.4441 11.0509 0.430 -0.157 -0.379
C -14.1427 12.1778 11.2260 -1.289 2.286 -0.874
N -14.6031 13.1870 10.8822 0.643 -0.965 0.152
F -12.5786 9.2053 16.2144 0.638 0.097 -0.339
C -15.1159 9.0623 17.0998 -1.244 0.318 -0.216
C -16.5194 8.8818 17.4199 1.102 -0.541 0.446
N -17.5764 8.5552 17.7523 0.220 0.294 -0.167
C -14.1776 8.5870 18.0645 -0.274 -0.236 0.791
N -13.5768 8.1758 18.9733 -0.407 0.441 -1.170
```
Positions in Å, forces in eV/Å.

The spin multiplicity is 3. The net charge is +2. The value obtained for the HOMO-LUMO gap (alpha / beta) is 5.987 / 6.522 eV. The value obtained for the HOMO energy (alpha / beta) is -13.2 / -13.8 eV.

natural (NBO) population analysis, charges in e, atoms 1 to 2:
1. Ti 1.772
2. C -0.228

Record 2
ORCA calculation (wB97M-V/def2-TZVPD) on a structure of composition C31H21AgCl3N4O3S.

XYZ file:
```
64
Properties=species:S:1:pos:R:3:forces:R:3
Ag 1.6980 -3.3568 0.6477 0.058 0.235 0.299
Cl 7.2118 0.7903 2.5180 0.447 0.727 0.026
C 6.0165 -0.4016 2.2487 -0.729 -1.454 -1.193
C 6.1468 -1.3057 1.1738 1.809 2.159 0.706
C 5.2719 -2.3081 1.0403 -0.949 -1.197 -0.384
Cl 5.4237 -3.2698 -0.4125 -0.266 -0.193 0.209
C 4.2166 -2.5988 1.9641 0.738 0.804 0.462
O 3.4413 -3.5783 1.8135 -0.853 -1.079 -0.105
C 4.1662 -1.6977 3.0716 -0.367 1.217 -0.828
Cl 2.8624 -1.7234 4.2166 -0.141 -0.514 -0.084
C 4.9318 -0.5369 3.0904 1.653 -0.361 0.531
H 6.9691 -1.1657 0.4661 -0.347 -0.141 0.197
H 4.9389 0.2044 3.8683 -0.763 -0.037 0.495
S 2.3535 4.4794 0.6185 0.048 1.110 0.270
C 2.1771 2.7572 0.6212 0.731 -0.604 -0.738
C 0.9609 2.1327 0.7083 -1.927 -0.536 1.095
C 0.9583 0.7281 0.8922 -0.391 1.302 -0.601
N 2.0552 -0.0178 0.8606 -1.486 -0.910 0.395
C 3.1924 0.5767 0.6751 1.239 1.258 -0.971
C 3.3109 1.9661 0.5062 1.249 -0.462 0.411
C 1.2210 5.0166 -0.6231 0.850 -0.308 -0.454
C 1.0494 4.3123 -1.8063 -0.897 -0.306 0.459
C 0.1710 4.8548 -2.7163 -1.497 -0.016 -1.934
N -0.3774 6.0826 -2.6534 0.633 0.835 1.341
C -0.0735 6.8278 -1.5436 0.574 -0.985 -0.888
C 0.6813 6.2834 -0.5119 -0.171 0.343 0.736
H 0.0008 2.7474 0.7732 1.426 -1.124 -0.143
H 0.0141 0.2189 1.0060 -0.157 -0.193 0.124
H 4.0586 -0.0613 0.5380 0.017 0.121 0.196
H 4.3333 2.3697 0.3492 -0.946 -0.057 0.133
H 1.3939 3.2954 -1.9219 0.280 0.041 -0.095
H -0.1984 4.2635 -3.6279 0.871 0.778 1.397
H -0.3158 7.9004 -1.4843 -0.461 -0.730 -0.307
H 0.8520 6.7836 0.4448 -0.130 0.271 -0.460
O 0.4809 -3.3411 -2.4404 -0.748 0.131 0.798
C -0.3557 -3.0682 -1.5816 -0.069 0.229 -1.742
N -1.7053 -2.7692 -1.8887 1.185 -0.846 1.015
C -2.3740 -2.2498 -0.7159 0.286 -0.354 -1.167
C -1.2929 -2.5701 0.3483 -0.450 0.395 1.959
O -1.5172 -2.4165 1.5500 0.348 -0.090 -1.027
N -0.1505 -2.9523 -0.2367 -0.100 -0.330 -0.199
C -3.6592 -2.9491 -0.4582 -1.196 -0.931 0.696
C -4.3258 -2.6869 0.7432 -0.206 -0.271 -0.553
C -5.5702 -3.2391 1.0042 -0.217 0.183 2.242
C -6.1799 -4.2041 0.2251 0.736 0.903 -0.656
C -5.4314 -4.5504 -0.9143 -0.231 0.329 -0.357
C -4.2217 -3.9402 -1.2921 0.121 0.400 1.497
C -2.5021 -0.7424 -0.7946 1.255 1.211 -0.221
C -1.5459 -0.0702 -1.5652 -0.208 0.718 -0.801
C -1.5496 1.3414 -1.6119 0.457 -1.182 0.598
C -2.3090 2.0716 -0.7399 -0.973 -0.194 -0.439
C -3.2868 1.4114 0.0045 0.720 1.609 -0.323
C -3.3510 0.0644 -0.0300 -0.767 -2.448 1.322
H -1.9352 -2.5344 -2.8265 -0.129 0.268 -0.458
H -3.8293 -2.0862 1.4851 -0.084 -0.005 0.122
H -6.0210 -2.9812 1.9945 0.242 -0.135 -0.963
H -7.1935 -4.5124 0.5322 0.773 -0.372 -0.645
H -5.8059 -5.2519 -1.6190 -0.400 -0.769 -0.322
H -3.6100 -4.3192 -2.1026 -0.409 0.102 -0.223
H -0.7952 -0.5948 -2.1807 -0.613 0.230 0.414
H -0.8960 1.8795 -2.2564 0.691 0.092 -0.437
H -2.2004 3.1363 -0.7383 -0.157 0.528 0.092
H -3.9816 1.9919 0.5802 -0.140 0.039 0.455
H -3.9986 -0.4361 0.7146 0.142 0.570 -0.972
```
Positions in Å, forces in eV/Å.

The spin multiplicity is 1. The net charge is -1. The value obtained for the HOMO-LUMO gap is 7.010 eV. As for the relative energy (zero: lowest compared OMol25 entry of this formula, charge and spin): 0.0 kJ/mol. The value obtained for the HOMO energy is -5.0 eV.

natural (NBO) population analysis, charges in e, atoms 1 to 2:
1. Ag 0.780
2. Cl -0.017

Record 3
ORCA calculation (wB97M-V/def2-TZVPD) on a structure of composition C31H21BrClN4OSTl.

XYZ file:
```
61
Properties=species:S:1:pos:R:3:forces:R:3
Tl -0.2682 -0.3335 0.0889 0.332 0.331 0.211
Cl 5.2997 -1.1666 5.1827 -0.017 -0.019 0.021
C 3.8699 -0.7777 4.2640 0.038 0.015 0.035
C 2.6706 -0.4852 4.9349 0.003 -0.046 -0.074
C 1.5516 -0.1648 4.2202 -0.004 0.064 0.081
C 1.5497 -0.0894 2.7967 -0.040 0.084 -0.112
O 0.4721 0.2479 2.1894 0.090 -0.194 -0.011
C 2.7792 -0.3949 2.1347 -0.088 -0.112 0.160
C 2.9689 -0.4330 0.7197 0.135 0.025 -0.138
N 2.1987 -0.0004 -0.2290 -0.004 -0.141 -0.055
C 2.6702 -0.1092 -1.5547 0.037 0.016 -0.038
C 4.0040 -0.0927 -1.8897 0.033 0.014 0.030
C 4.4434 -0.2384 -3.2192 -0.012 0.008 -0.036
C 3.5488 -0.3570 -4.2401 0.013 0.023 -0.006
C 2.1649 -0.3254 -3.9567 -0.001 -0.056 0.074
C 1.1886 -0.4516 -4.9708 0.015 0.028 0.018
C -0.1352 -0.4588 -4.6480 -0.007 -0.008 -0.067
C -0.4909 -0.3049 -3.2963 0.012 0.072 0.044
N 0.3875 -0.1726 -2.3376 0.190 -0.154 -0.015
C 1.7170 -0.2012 -2.6211 -0.035 0.032 -0.104
C 3.9134 -0.7515 2.9039 0.007 0.009 -0.093
H 2.6423 -0.5321 6.0159 0.000 0.030 -0.002
H 0.6192 0.0624 4.7203 -0.001 -0.022 -0.005
H 3.9049 -0.9174 0.4308 0.051 0.075 0.020
H 4.7510 0.0363 -1.1181 -0.020 0.029 -0.003
H 5.5066 -0.2585 -3.4208 -0.007 0.039 0.005
H 3.8755 -0.4748 -5.2657 0.005 0.012 0.008
H 1.5155 -0.5388 -6.0000 -0.015 -0.056 0.000
H -0.9030 -0.5831 -5.3984 -0.006 0.054 0.002
H -1.5360 -0.2804 -3.0013 -0.001 -0.013 -0.005
H 4.8420 -0.9810 2.3945 -0.015 -0.039 0.005
Br -3.4938 0.0067 -0.0319 -0.005 -0.295 -0.016
C -3.3166 1.8945 0.0131 0.052 -0.066 -0.021
C -4.4814 2.5995 0.0450 -0.078 0.012 -0.004
C -4.4548 4.0065 0.0615 -0.005 0.062 0.000
C -3.2595 4.6565 0.0457 0.033 -0.014 -0.002
C -2.0385 3.9386 0.0231 -0.048 -0.129 0.007
C -0.8122 4.6414 0.0295 -0.005 0.094 0.009
C 0.3735 3.9760 0.0325 0.029 -0.067 -0.008
C 0.3864 2.5646 0.0251 -0.149 0.239 -0.038
C -0.7782 1.8487 -0.0002 -0.040 -0.824 0.065
C -2.0346 2.5084 0.0080 0.113 0.181 -0.031
H -5.4279 2.0771 0.0565 0.019 -0.010 -0.007
H -5.3852 4.5582 0.0862 0.002 -0.017 -0.002
H -3.2174 5.7390 0.0550 -0.004 -0.006 0.005
H -0.8414 5.7246 0.0447 -0.003 -0.009 -0.004
H 1.3110 4.5172 0.0534 -0.008 0.002 -0.008
H 1.3382 2.0560 0.0547 -0.004 0.003 0.012
C 1.5643 -7.5248 -0.0919 -0.038 0.004 0.005
C 0.5475 -6.4290 0.0094 -0.032 0.030 0.002
C -0.8090 -6.6817 0.1861 -0.001 -0.050 0.007
C -1.6417 -5.5836 0.2669 -0.026 0.115 0.001
N -1.2015 -4.3304 0.1913 -0.005 0.146 -0.005
C 0.1135 -4.1920 0.0293 -0.353 -0.044 0.033
S 0.8869 -2.6218 -0.0779 -0.144 0.552 0.034
N 1.0031 -5.1818 -0.0731 -0.040 0.026 0.028
H 1.1020 -8.5071 -0.0111 0.016 0.002 -0.007
H 2.3042 -7.4097 0.7004 0.002 -0.004 -0.008
H 2.0916 -7.4509 -1.0432 0.001 -0.002 0.006
H -1.1972 -7.6877 0.2587 0.023 0.002 -0.007
H -2.7125 -5.6994 0.3986 0.008 -0.035 0.005
```
Positions in Å, forces in eV/Å.

The spin multiplicity is 1. The value obtained for the HOMO-LUMO gap is 6.823 eV. As for the relative energy (zero: lowest compared OMol25 entry of this formula, charge and spin): 85.1 kJ/mol. The value obtained for the HOMO energy is -7.3 eV.

Löwdin population analysis, charges in e, atoms 1 to 2:
1. Tl 0.816
2. Cl 0.632

Record 4
ORCA calculation (wB97M-V/def2-TZVPD) on a structure of composition C31H21CaN5O2S.

XYZ file:
```
61
Properties=species:S:1:pos:R:3:forces:R:3
Ca 0.8566 -0.6300 0.0111 0.075 0.251 0.314
C -1.3969 -4.7680 2.4958 -0.079 0.002 -0.007
C -0.5675 -3.5366 2.4861 -0.044 0.017 0.003
N -0.8492 -2.5380 1.4196 0.206 -0.003 -0.179
C -1.9791 -2.7192 0.5616 -0.021 0.046 0.040
C -2.8450 -3.7910 0.7817 -0.038 -0.051 -0.001
C -2.4576 -4.8646 1.7068 0.037 -0.002 0.016
C -4.0833 -3.8755 0.1399 0.036 0.038 -0.011
C -4.4607 -2.8553 -0.7141 -0.022 0.008 -0.008
C -3.5966 -1.8094 -0.9827 -0.027 0.029 -0.029
C -2.3024 -1.7184 -0.4162 -0.021 -0.143 0.080
N -1.4084 -0.7306 -0.6548 0.247 0.173 0.020
C -1.5270 0.1908 -1.6669 -0.013 -0.045 0.021
C -2.1369 -0.0500 -2.9137 -0.003 0.024 -0.046
C -2.2572 0.9376 -3.8755 -0.016 -0.064 0.001
C -1.7806 2.2157 -3.6426 0.011 0.030 0.015
C -1.0969 2.4768 -2.4547 -0.016 -0.020 -0.003
C -0.6326 3.8528 -2.1676 -0.031 0.027 -0.043
C -0.2558 4.2283 -0.7546 -0.016 0.023 0.015
C -0.0100 3.0843 0.1876 -0.002 -0.061 0.014
N -0.1805 1.7117 -0.3069 0.187 -0.107 0.076
C -0.9140 1.4731 -1.5092 0.030 0.008 -0.010
H -1.0712 -5.5813 3.1333 0.025 0.020 0.022
H -0.5278 -3.0686 3.4756 0.010 -0.016 0.007
H -3.0616 -5.7665 1.6966 -0.007 0.000 0.005
H -4.7309 -4.7233 0.3339 -0.002 -0.006 0.005
H -5.4382 -2.8656 -1.1863 -0.003 -0.016 0.008
H -3.9299 -1.0156 -1.6357 -0.003 -0.019 0.040
H -2.5017 -1.0451 -3.1255 0.023 0.018 -0.011
H -2.7393 0.6984 -4.8181 0.007 0.020 -0.008
H -1.9125 3.0076 -4.3722 0.000 0.002 0.002
H -1.1530 4.6141 -2.7397 0.010 0.001 0.003
H -0.6209 5.1627 -0.3496 0.007 -0.008 0.016
H -0.2273 3.2015 1.2434 -0.020 0.057 -0.011
C 2.2964 -0.0547 4.2611 -0.022 -0.007 -0.025
C 3.4562 0.6494 3.8819 0.031 -0.013 0.034
C 3.5209 1.2930 2.6828 0.002 0.058 -0.045
C 2.3924 1.2776 1.7923 -0.023 0.005 0.025
N 1.3038 0.5239 2.1538 -0.096 -0.030 -0.090
C 1.2793 -0.0953 3.3350 0.032 0.008 -0.002
C 2.3673 1.9467 0.5688 0.016 0.030 -0.082
C 3.4672 2.6423 -0.0402 0.045 -0.020 0.021
C 3.1531 3.2725 -1.1919 0.037 -0.002 0.014
C 0.8025 4.1735 -1.8299 -0.037 0.042 -0.010
C 1.7194 2.9910 -1.5600 -0.008 0.015 -0.039
C 1.1913 2.3436 -0.2737 -0.307 -0.211 0.028
H 2.2291 -0.6070 5.1873 0.014 0.007 0.009
H 4.3171 0.6757 4.5430 -0.012 -0.009 0.012
H 4.4179 1.8287 2.4023 -0.009 0.008 -0.008
H 0.3833 -0.6847 3.5156 0.008 -0.005 0.031
H 4.4713 2.6287 0.3674 -0.003 -0.009 0.008
H 3.8614 3.7624 -1.8470 -0.028 0.006 -0.031
H 1.2153 5.0872 -2.2422 0.037 -0.017 0.001
H 1.6633 2.2739 -2.3929 -0.013 0.016 -0.001
S 2.1571 -4.5559 2.2961 -0.132 0.065 -0.025
C 0.7977 -3.6680 1.8539 0.288 0.005 0.094
N 0.5351 -2.8156 0.8876 -0.581 -0.200 -0.100
O 3.1096 -0.9265 -0.7599 0.318 -0.092 0.052
C 2.7105 -0.9500 -1.9418 -0.004 0.010 -0.021
O 1.5139 -0.7966 -2.2928 -0.060 0.103 -0.224
H 3.4633 -1.1186 -2.7432 -0.017 0.004 0.020
```
Positions in Å, forces in eV/Å.

The spin multiplicity is 1. The net charge is -2. The value obtained for the HOMO-LUMO gap is 5.418 eV. As for the relative energy (zero: lowest compared OMol25 entry of this formula, charge and spin): 460.1 kJ/mol. The value obtained for the HOMO energy is -0.7 eV.

natural (NBO) population analysis, charges in e, atoms 1 to 2:
1. Ca 1.768
2. C -0.163

Q: The highest spin multiplicity belongs to which entry?
A: C31H20F4N8Ti